The following is a DFT calculation (ωB97M-V/def2-TZVPD) of 2 unconnected molecules or ions with the total composition C4H7NO.

Cartesian coordinates (Å):
1 C -0.93716 -1.13112 0.84502
2 C -0.97099 0.26513 0.25314
3 C 1.16785 0.90153 0.32251
4 N 1.34959 0.46568 -0.93107
5 C 0.81336 0.10524 -1.92670
6 O -1.25540 0.40144 -0.95058
7 H -1.95968 -1.41231 1.12889
8 H -0.60932 -1.83063 0.06851
9 H -0.29833 -1.22217 1.72793
10 H -1.13823 1.09629 0.95863
11 H 1.05971 1.98285 0.38296
12 H 1.79023 0.44164 1.08607
13 H 1.00551 -0.03603 -2.97628

Values from the calculation:
- Largest force on an atom: 0.9 eV Å⁻¹
- Energy relative to the best compared isomer or geometry (same formula, charge and spin): 102.39 kcal per mole
- Spin multiplicity: 1
- Net charge: 0

Atom charges from the Mulliken analysis, given in e for atoms 1 to 5: -0.93 0.14 -0.64 -0.06 -0.08